1.
Computed, not measured: a cluster of 13 separate species, C5H37N2O12S in total at a distorted geometry, with the ωB97M-V functional and the def2-TZVPD basis.

Values from the calculation:
Electronic energy   -1623.19686 Ha
HOMO-LUMO gap   5.30 eV
E_HOMO   -3.186 eV
Energy relative to the best compared isomer or geometry (same formula, charge and spin)   4.9287 eV
Total charge   -1

Element x y z (Å)
N1 2.285 2.080 2.569
C1 1.467 1.827 1.375
C2 0.537 3.006 1.090
S1 -0.645 3.494 2.428
C3 0.384 0.648 1.585
N2 -0.089 0.310 0.220
C4 0.637 -0.908 -0.311
C5 -1.580 0.067 0.123
H1 1.829 2.520 3.372
H2 3.275 2.293 2.494
H3 2.021 1.548 0.440
H4 1.134 3.924 0.901
H5 -0.026 2.872 0.176
H6 -0.550 1.143 1.996
H7 0.734 -0.120 2.384
H8 1.518 -0.528 -0.846
H9 -0.048 -1.342 -1.105
H10 0.989 -1.672 0.462
H11 -1.761 -0.974 -0.200
H12 -1.827 0.748 -0.808
H13 -2.046 0.346 1.041
H14 0.824 -3.429 -1.239
H15 1.891 -3.730 -0.253
O1 1.751 -3.730 -1.214
H16 3.580 -1.310 0.588
H17 3.702 -0.993 2.087
O2 4.038 -1.583 1.388
H18 -3.918 1.316 -1.877
H19 -3.272 1.953 -0.551
O3 -3.299 1.208 -1.166
H20 0.601 1.184 -3.137
H21 1.726 1.486 -4.186
O4 1.526 1.526 -3.247
H22 -2.557 -1.078 -4.204
H23 -3.079 -0.962 -2.777
O5 -3.316 -0.836 -3.685
H24 2.564 -2.042 -3.187
H25 2.143 -0.509 -2.802
O6 1.852 -1.409 -2.929
H26 -0.026 -1.052 -3.570
H27 -0.496 -2.142 -2.618
O7 -0.851 -1.419 -3.182
H28 -1.033 0.541 -2.850
H29 -1.558 2.019 -2.631
O8 -1.045 1.466 -3.210
H30 -2.596 -2.619 -1.766
H31 -2.077 -4.108 -1.502
O9 -1.840 -3.203 -1.738
H32 -1.659 -1.692 1.880
H33 -2.095 -3.090 2.384
O10 -1.471 -2.649 1.811
H34 2.247 0.375 3.517
H35 1.515 -0.949 4.039
O11 2.403 -0.482 3.997
H36 -0.829 0.351 4.304
H37 -1.544 0.192 3.080
O12 -1.359 -0.339 3.860

Löwdin population analysis, charges in e, atoms 1 to 6: N 0.00; C -0.41; C -0.69; S 0.16; C -0.24; N -0.21



2.
Computed, not measured: a cluster of 7 separate species, C5H24N10O7 in total at a distorted geometry, with the ωB97M-V functional and the def2-TZVPD basis.

Values from the calculation:
Structure (SMILES)   NC(N)=O.NC(N)=O.NC(N)=O.NC(N)=O.NC(N)=O.O.O
Electronic energy   -1279.25026 Ha
HOMO-LUMO gap   7.94 eV
E_HOMO   -8.003 eV
Energy relative to the best compared isomer or geometry (same formula, charge and spin)   2.9869 eV
Total charge   0

Element x y z (Å)
N1 -1.125 2.501 -0.769
C1 -1.434 1.772 -1.787
N2 -2.200 0.724 -1.357
O1 -0.955 1.910 -2.945
H1 -1.260 2.148 0.168
H2 -0.666 3.398 -0.848
H3 -2.213 0.609 -0.354
H4 -2.413 0.044 -2.073
N3 2.124 2.979 0.496
C2 2.943 2.625 -0.372
N4 2.649 3.113 -1.579
O2 3.866 1.864 -0.192
H5 2.241 2.554 1.405
H6 1.453 3.702 0.281
H7 1.873 3.749 -1.695
H8 3.161 2.787 -2.386
N5 -2.660 -0.619 2.540
C3 -2.715 0.656 2.380
N6 -3.632 1.153 3.152
O3 -2.092 1.210 1.557
H9 -2.269 -1.124 1.758
H10 -3.126 -0.995 3.354
H11 -3.760 2.154 3.139
H12 -4.035 0.519 3.827
N7 -2.683 -3.320 0.886
C4 -2.631 -2.444 -0.095
N8 -3.779 -2.313 -0.664
O4 -1.777 -1.662 -0.294
H13 -3.496 -3.917 0.842
H14 -1.766 -3.538 1.248
H15 -3.836 -1.700 -1.464
H16 -4.415 -3.083 -0.513
N9 3.599 -1.443 -0.386
C5 4.612 -1.367 -1.197
N10 5.593 -0.556 -0.966
O5 4.602 -2.227 -2.062
H17 3.366 -0.634 0.171
H18 3.007 -2.256 -0.481
H19 6.220 -0.563 -1.758
H20 5.271 0.371 -0.725
O6 1.348 -3.325 -0.492
H21 1.476 -3.660 0.395
H22 1.130 -2.401 -0.371
O7 0.485 0.069 0.184
H23 -0.311 -0.438 0.024
H24 0.228 0.977 0.022

Löwdin population analysis, charges in e, atoms 1 to 6: N 0.14; C -0.69; N 0.15; O -0.01; H 0.06; H 0.11



Which formula does entry 1 have?
C5H37N2O12S



What is the formula in the second record?
C5H24N10O7